(1)
Formula: C5H11NO
Source: the Open Molecules 2025 dataset
Level of theory: ωB97M-V with the def2-TZVPD basis set

Computed properties:
DFT total energy = -8896.6801 eV
Kohn-Sham gap (spin up / spin down) = 8.31 / 8.32 eV
Energy relative to the best compared isomer or geometry (same formula, charge and spin) = 115.7 kcal/mol
Spin multiplicity = 1

Last column: natural (NBO) charge in e.
CARTESIAN COORDINATES (ANGSTROEM)
C 2.78 0.67 -0.09  -0.14
O 1.64 1.04 -0.59  -0.38
C 0.86 0.30 -1.33  0.09
C 0.01 -0.52 1.06  -0.43
N -0.93 -0.59 -0.06  -0.43
C -2.29 -0.50 0.43  -0.41
C -0.61 0.43 -1.07  -0.29
H 3.33 1.43 0.44  0.18
H 3.18 -0.30 -0.36  0.16
H 1.07 -0.51 0.78  0.20
H 1.23 -0.70 -1.56  0.15
H -0.12 -1.40 1.69  0.20
H -0.14 0.40 1.66  0.16
H -2.51 0.47 0.93  0.16
H -2.47 -1.30 1.16  0.20
H -3.01 -0.63 -0.39  0.20
H -0.84 1.46 -0.72  0.18
H -1.20 0.24 -1.97  0.21


(2)
Formula: C5H11NO
Source: the Open Molecules 2025 dataset
Level of theory: ωB97M-V with the def2-TZVPD basis set

Computed properties:
DFT total energy = -8897.1218 eV
Kohn-Sham gap = 7.67 eV
Energy relative to the best compared isomer or geometry (same formula, charge and spin) = 105.5 kcal/mol
Spin multiplicity = 1

Last column: natural (NBO) charge in e.
CARTESIAN COORDINATES (ANGSTROEM)
C -1.80 2.10 -0.35  0.02
N -0.56 1.89 0.10  -0.47
C -0.17 0.69 0.56  -0.07
C -0.82 -0.49 0.46  -0.21
C -0.21 -1.82 0.53  -0.42
C 1.25 -1.76 0.97  -0.62
H -2.18 2.45 -1.29  0.19
H -2.44 1.87 0.47  0.15
H 0.87 0.49 0.75  0.20
H -1.87 -0.70 0.24  0.20
H -0.63 -2.59 1.17  0.21
H -0.27 -2.24 -0.54  0.21
H 1.53 -1.15 0.19  0.20
H 1.71 -2.81 0.90  0.21
H 1.44 -1.32 1.97  0.21
O 1.27 1.67 -2.40  -0.95
H 0.70 1.92 -1.69  0.48
H 2.19 1.81 -2.02  0.47


(3)
Formula: C5H11NO
Source: the Open Molecules 2025 dataset
Level of theory: ωB97M-V with the def2-TZVPD basis set

Computed properties:
DFT total energy = -8898.4165 eV
Kohn-Sham gap = 8.93 eV
Energy relative to the best compared isomer or geometry (same formula, charge and spin) = 75.7 kcal/mol
Spin multiplicity = 1

Last column: natural (NBO) charge in e.
CARTESIAN COORDINATES (ANGSTROEM)
C 1.11 0.40 -2.29  -0.37
C 1.25 0.38 -0.93  -0.21
C 0.32 -0.16 0.11  0.07
N -0.50 -1.20 -0.28  -0.83
C 0.54 -0.04 1.51  -0.17
C -0.02 -1.01 2.59  -0.66
H 0.28 -0.24 -2.67  0.17
H 1.76 0.80 -2.96  0.20
H 2.14 0.73 -0.59  0.20
H -0.53 -1.31 -1.29  0.36
H -0.15 -2.08 -0.11  0.37
H 1.29 0.71 1.80  0.20
H 0.44 -0.86 3.53  0.22
H -1.09 -0.96 2.83  0.24
H 0.16 -2.18 2.36  0.20
O -2.02 1.75 -0.68  -0.93
H -2.66 1.04 -0.80  0.46
H -1.21 1.18 -0.57  0.47